Record 1
Entry from the Open Molecules 2025 dataset: a structure of composition C39H29AuClN3O2P2Se3 in a non-equilibrium geometry (the ωB97M-V functional and the def2-TZVPD basis).

Each line ends with the Löwdin charge.
Cartesian coordinates (Å):
Au  -0.9060  2.9303  -0.8749  0.6058
Cl  -2.6007  9.2639  -4.9620  0.6241
C  -2.1439  7.7207  -4.2918  -0.6848
C  -1.5701  6.7456  -5.1255  -0.1045
C  -1.2012  5.5336  -4.6170  -0.0125
C  -1.3734  5.1921  -3.2369  -0.3743
O  -0.9834  4.0461  -2.8491  -0.2412
C  -1.9691  6.2022  -2.4184  -0.1369
C  -2.2521  6.0382  -1.0255  -0.2210
O  -2.0723  5.0438  -0.3282  -0.1172
C  -2.3368  7.4489  -2.9702  -0.0816
H  -1.4233  6.9675  -6.1746  0.1031
H  -0.7534  4.7828  -5.2535  0.1074
H  -2.6952  6.9324  -0.5482  0.1226
H  -2.7801  8.1957  -2.3244  0.1075
Se  0.9375  -4.0925  -1.6706  0.3111
P  0.4532  -3.0021  0.0522  0.5119
C  -1.1304  -3.5248  0.7544  -0.3552
C  -2.2602  -2.7147  0.6980  -0.0793
C  -3.4889  -3.2061  1.1104  -0.0710
C  -3.5945  -4.5036  1.5836  -0.0738
C  -2.4748  -5.3214  1.6255  -0.0696
C  -1.2507  -4.8421  1.1965  -0.1117
C  1.7766  -3.1667  1.2862  -0.3660
C  1.6438  -3.8527  2.4882  -0.0994
C  2.7458  -4.0330  3.3130  -0.0708
C  3.9834  -3.5382  2.9363  -0.0779
C  4.1238  -2.8601  1.7325  -0.0759
C  3.0290  -2.6800  0.9087  -0.1091
C  0.2906  -1.2036  -0.2939  -0.3468
C  -0.0745  0.0432  0.3048  -0.3083
N  -0.0936  0.9389  -0.6933  -0.1377
N  0.2596  0.2787  -1.7701  -0.4255
N  0.4653  -0.9849  -1.5916  0.0288
P  -0.4036  0.8237  1.9629  0.6562
Se  -1.5560  2.6074  1.7848  0.4694
C  1.2587  1.1978  2.6208  -0.3200
C  1.5923  2.5442  2.7521  -0.1149
C  2.8306  2.9187  3.2437  -0.0669
C  3.7512  1.9551  3.6167  -0.0715
C  3.4343  0.6137  3.4757  -0.0710
C  2.2024  0.2341  2.9720  -0.0778
C  -1.2688  -0.3768  3.0145  -0.3437
C  -0.6337  -1.4543  3.6184  -0.0849
C  -1.3329  -2.3100  4.4508  -0.0661
C  -2.6813  -2.0952  4.6892  -0.0684
C  -3.3225  -1.0235  4.0914  -0.0711
C  -2.6223  -0.1647  3.2629  -0.1210
H  -2.1939  -1.7032  0.3214  0.1000
H  -4.3625  -2.5718  1.0591  0.1105
H  -4.5538  -4.8851  1.9066  0.1063
H  -2.5606  -6.3434  1.9675  0.1072
H  -0.3932  -5.5024  1.1665  0.1054
H  0.6856  -4.2550  2.7851  0.0894
H  2.6355  -4.5707  4.2449  0.1072
H  4.8422  -3.6858  3.5774  0.1065
H  5.0900  -2.4771  1.4339  0.1101
H  3.1440  -2.1818  -0.0466  0.1052
H  0.8703  3.2996  2.4745  0.0359
H  3.0689  3.9680  3.3387  0.1092
H  4.7157  2.2462  4.0076  0.1068
H  4.1476  -0.1481  3.7531  0.1029
H  2.0128  -0.8195  2.8469  0.0713
H  0.4118  -1.6384  3.4545  0.0687
H  -0.8230  -3.1430  4.9147  0.1079
H  -3.2298  -2.7633  5.3381  0.1082
H  -4.3723  -0.8460  4.2743  0.1095
H  -3.1199  0.6842  2.8124  0.0417
Se  0.1501  1.2790  -3.3979  1.2001
C  0.8126  -0.0118  -4.6623  -0.5137
C  1.6837  -1.0606  -4.4245  -0.1121
C  2.0941  -1.8494  -5.4882  -0.0748
C  1.6632  -1.5830  -6.7785  -0.0831
C  0.8010  -0.5211  -7.0055  -0.0834
C  0.3611  0.2543  -5.9464  -0.1523
H  2.0294  -1.2940  -3.4238  0.0773
H  2.7594  -2.6805  -5.2974  0.1077
H  1.9896  -2.2033  -7.6016  0.1031
H  0.4494  -0.3056  -8.0050  0.1058
H  -0.3373  1.0648  -6.1259  0.0968

orbital gap	0.2625	Eh
lowest unoccupied orbital energy	-0.06	eV
HOMO level	-7.2	eV

***

Record 2
Entry from the Open Molecules 2025 dataset: a structure of composition C48H49FN5O3SY in a non-equilibrium geometry (the ωB97M-V functional and the def2-TZVPD basis).

Each line ends with the Löwdin charge.
Cartesian coordinates (Å):
Y  -0.5314  0.1205  0.1860  1.5511
C  2.0848  -0.4654  5.0785  -0.0549
C  1.9942  -1.3071  3.7977  -0.3569
C  0.5460  -1.7072  3.5548  -0.0532
C  2.7433  -0.6238  2.6539  -0.1313
C  4.0481  -1.0839  2.4803  -0.0724
C  4.9418  -0.4642  1.6319  -0.0903
C  4.5396  0.6645  0.9445  -0.0438
C  3.2403  1.1449  1.0434  -0.1284
C  2.8934  2.3919  0.2432  -0.3573
C  3.2231  3.6824  1.0087  -0.0447
C  3.6358  2.4377  -1.0954  -0.0787
C  2.3002  0.4723  1.8740  -0.1839
N  0.9359  0.8917  1.8582  -0.0509
C  0.5596  1.8899  2.7030  -0.2578
C  1.3790  2.4835  3.6930  -0.0603
C  0.9245  3.4923  4.5211  -0.0978
C  -0.3718  3.9816  4.4220  -0.1090
C  -1.2089  3.4344  3.4609  -0.0289
C  -0.7325  2.4345  2.6556  -0.1989
F  -1.5982  1.9289  1.6889  -0.0636
H  1.7729  -1.0635  5.9370  0.0789
H  1.4306  0.4012  5.0112  0.0605
H  3.1071  -0.1204  5.2454  0.0829
H  2.5517  -2.2294  3.9928  0.1190
H  -0.0917  -0.8437  3.4063  0.0562
H  0.1744  -2.2514  4.4263  0.0896
H  0.4524  -2.3567  2.6878  0.0586
H  4.3786  -1.9418  3.0558  0.1098
H  5.9486  -0.8495  1.5205  0.1006
H  5.2602  1.1806  0.3227  0.1075
H  1.8211  2.3774  0.0374  0.0900
H  4.2649  3.6690  1.3393  0.0850
H  2.5898  3.8103  1.8782  0.0557
H  3.0796  4.5460  0.3552  0.0801
H  4.6619  2.7905  -0.9656  0.0781
H  3.1330  3.1300  -1.7728  0.0837
H  3.6636  1.4569  -1.5650  0.0546
H  2.3960  2.1269  3.7835  0.1136
H  1.5979  3.9092  5.2602  0.1028
H  -0.7229  4.7740  5.0676  0.0935
H  -2.2258  3.7809  3.3289  0.1174
C  2.1406  0.9400  -3.5789  -0.1182
C  3.0296  -0.1226  -3.5442  -0.1026
C  2.9457  -1.0329  -2.5042  -0.0524
C  1.9697  -0.8826  -1.5168  -0.2358
C  1.0542  0.1934  -1.4998  -0.2234
C  1.1900  1.0850  -2.5744  -0.1792
C  1.7716  -2.0067  -0.5775  -0.2256
C  2.8483  -2.7855  -0.0935  -0.0028
C  2.5858  -3.9089  0.6301  0.0131
C  1.2482  -4.3087  0.8500  -0.1628
C  0.8949  -5.4881  1.5412  -0.0345
C  -0.4194  -5.8203  1.7165  -0.0758
C  -1.4348  -4.9821  1.2159  -0.0555
C  -1.1235  -3.8279  0.5536  -0.0172
C  0.2255  -3.4569  0.3641  -0.2205
N  0.5093  -2.3027  -0.3019  0.1260
H  2.1979  1.6616  -4.3867  0.1016
H  3.7737  -0.2522  -4.3204  0.1004
H  3.5979  -1.8999  -2.4958  0.1088
H  0.5268  1.9423  -2.6389  0.0231
H  3.8618  -2.4574  -0.2694  0.1126
H  3.3898  -4.5097  1.0396  0.1231
H  1.6844  -6.1163  1.9364  0.1127
H  -0.6823  -6.7219  2.2541  0.1028
H  -2.4723  -5.2468  1.3737  0.1084
H  -1.8949  -3.1641  0.1888  0.0939
O  -3.6057  -1.6175  2.7135  0.0647
C  -2.9938  -1.0354  1.8346  -0.5971
O  -1.7473  -1.1082  1.5657  -0.1781
C  -3.7944  -0.1563  0.8682  -0.1823
C  -5.1687  -0.0367  1.0158  0.0090
C  -5.8848  0.6779  0.0738  -0.0465
C  -5.1966  1.2393  -0.9941  -0.0475
C  -3.8246  1.0824  -1.0502  -0.1389
N  -3.1242  0.4084  -0.1412  0.0400
H  -5.6309  -0.5185  1.8654  0.1207
H  -6.9569  0.7934  0.1645  0.1088
H  -5.7141  1.7885  -1.7689  0.1036
H  -3.2505  1.5089  -1.8590  0.0754
C  -2.2790  -4.0384  -3.7768  -0.0447
N  -2.4195  -2.8673  -2.9290  -0.1376
C  -3.6358  -2.7542  -2.1418  -0.0284
C  -1.4918  -1.8853  -2.8802  -0.4776
C  -0.2761  -2.0544  -3.7554  0.0261
O  -1.6528  -0.8977  -2.1607  -0.0462
H  -3.0305  -4.7703  -3.4918  0.0884
H  -1.2995  -4.4975  -3.6550  0.0870
H  -2.4219  -3.7961  -4.8333  0.0930
H  -4.5005  -2.5757  -2.7867  0.0969
H  -3.5284  -1.9194  -1.4545  0.0661
H  -3.8006  -3.6708  -1.5740  0.0913
H  -0.5595  -2.1133  -4.8073  0.0929
H  0.2684  -2.9590  -3.4832  0.0931
H  0.3791  -1.2031  -3.6091  0.0554
S  -0.9985  3.4213  -1.0209  0.7154
C  -1.8608  3.9809  -2.3290  -0.7626
N  -2.0825  3.1593  -3.4088  0.0433
C  -2.8311  3.4983  -4.4885  -0.0802
C  -3.3866  4.7301  -4.5793  -0.0710
C  -3.1464  5.6528  -3.5284  -0.0516
C  -2.4046  5.2932  -2.4464  -0.0859
H  -1.6437  2.2487  -3.3569  0.1255
H  -2.9523  2.7386  -5.2472  0.1288
H  -3.9865  5.0023  -5.4335  0.1044
H  -3.5637  6.6488  -3.5947  0.1130
H  -2.2112  5.9777  -1.6343  0.1069

orbital gap	0.2361	Eh
relative energy (zero: lowest compared OMol25 entry of this formula, charge and spin)	23.7	kcal per mole
lowest unoccupied orbital energy	-0.24	eV
HOMO level	-6.7	eV

***

Record 3
Entry from the Open Molecules 2025 dataset: a structure of composition C33H37GeN9PdS2 in a non-equilibrium geometry (the ωB97M-V functional and the def2-TZVPD basis).

Each line ends with the Löwdin charge.
Cartesian coordinates (Å):
Pd  0.1549  0.3737  -0.2150  0.8062
N  3.2908  -1.4526  -0.5480  0.1006
C  3.3213  -0.0610  -0.5565  -0.6400
N  2.2520  0.6967  -0.5301  -0.0121
C  2.6090  2.0378  -0.6261  -0.3217
C  3.9582  2.2671  -0.6798  -0.2642
S  4.8188  0.8109  -0.6629  1.2273
C  1.6108  3.0671  -0.7005  -0.2932
C  1.8671  4.4462  -0.7097  -0.2394
S  0.4484  5.3472  -0.8187  1.2525
C  -0.4474  3.8225  -0.8702  -0.5761
N  0.3040  2.7336  -0.7860  0.0751
N  -1.7542  3.8210  -1.0064  0.2367
H  3.1638  -1.8126  -1.4911  0.1175
H  4.1561  -1.8349  -0.1758  0.1140
H  4.4813  3.2100  -0.7516  0.1112
H  2.8256  4.9441  -0.6553  0.1149
H  -2.2678  4.6856  -1.1323  0.1537
H  -2.2582  2.9466  -1.1016  0.1243
C  -4.0318  1.0959  0.5164  -0.0050
C  -2.6574  1.0668  0.6587  -0.1593
N  -1.8818  0.3399  -0.1629  -0.1000
C  -2.4469  -0.3491  -1.1646  -0.0962
C  -3.8186  -0.3727  -1.3848  -0.1703
C  -4.6192  0.3528  -0.4970  0.0458
C  -4.4537  -1.1673  -2.4436  -0.0228
C  -4.0852  -1.3601  -3.7119  0.0018
C  -2.9509  -0.7822  -4.4440  -0.2631
C  -2.7514  -1.1328  -5.7799  0.0361
C  -1.6966  -0.5130  -6.4419  -0.0758
N  -0.9284  0.3717  -5.8307  0.0978
C  -1.1805  0.6480  -4.5639  -0.2055
N  -2.1444  0.0958  -3.8392  0.0956
H  -4.6343  1.6939  1.1867  0.1323
H  -2.1606  1.6249  1.4418  0.0674
H  -1.7766  -0.8770  -1.8282  0.0870
H  -5.6962  0.3409  -0.6110  0.1453
H  -5.3886  -1.6233  -2.1318  0.1298
H  -4.7398  -1.9711  -4.3230  0.1275
H  -3.3945  -1.8438  -6.2801  0.1278
H  -1.4728  -0.7280  -7.4804  0.1309
H  -0.5506  1.3875  -4.0819  0.0978
N  0.0324  -5.1568  -0.2276  0.0791
C  0.0927  -4.3782  1.0533  -0.0752
C  -0.4385  -2.9624  0.8301  -0.1827
N  0.2825  -2.2499  -0.2356  -0.0848
C  0.1945  -3.0231  -1.4818  -0.1776
C  0.7437  -4.4479  -1.3405  -0.0768
H  -0.9448  -5.3126  -0.4908  0.1960
H  0.4390  -6.0863  -0.0893  0.2005
H  1.1328  -4.3528  1.3794  0.1431
H  -0.4952  -4.8987  1.8082  0.1529
H  -0.3536  -2.4109  1.7644  0.0667
H  -1.4997  -2.9978  0.5668  0.1361
H  1.2609  -2.1357  0.0243  0.0581
H  0.7336  -2.5124  -2.2798  0.1295
H  -0.8572  -3.0786  -1.7776  0.1250
H  1.8062  -4.4413  -1.0991  0.1400
H  0.6030  -5.0058  -2.2653  0.1517
Ge  0.3596  0.4392  2.2442  1.0287
C  0.0232  2.2712  2.8257  -0.3599
C  -1.1407  2.5008  3.5630  -0.1273
C  -1.3490  3.7431  4.1461  -0.0324
C  -0.4159  4.7576  3.9837  -0.0233
C  0.7480  4.5297  3.2566  -0.0518
C  0.9657  3.2896  2.6765  -0.1294
C  2.0380  -0.4146  2.7581  -0.3533
C  1.9665  -1.6412  3.4204  -0.1252
C  3.1155  -2.2006  3.9628  -0.0433
C  4.3380  -1.5569  3.8266  -0.0245
C  4.4110  -0.3318  3.1705  -0.0481
C  3.2655  0.2388  2.6384  -0.1381
H  -0.8105  -0.4195  2.7682  0.0131
H  -1.8636  1.7072  3.7178  0.1022
H  -2.2371  3.9118  4.7410  0.1282
H  -0.5845  5.7240  4.4402  0.1301
H  1.4958  5.3084  3.1708  0.1216
H  1.8972  3.0981  2.1550  0.0845
H  1.0101  -2.1337  3.5628  0.0917
H  3.0518  -3.1288  4.5161  0.1245
H  5.2313  -1.9970  4.2496  0.1299
H  5.3582  0.1890  3.1037  0.1235
H  3.3202  1.2202  2.1783  0.0847

charge	+4
orbital gap (alpha / beta)	0.2339 / 0.1530	Eh
relative energy (zero: lowest compared OMol25 entry of this formula, charge and spin)	11.6	kcal per mole
lowest unoccupied orbital energy (alpha / beta)	-11.52 / -13.73	eV
HOMO level (alpha / beta)	-17.9 / -17.9	eV
2S+1	3